Model P:
DFT (ωB97M-V/def2-TZVPD) results for a cluster of 2 separate species, C3H11N2O2 in total.

Structure (XYZ):
```
18
Properties=species:S:1:pos:R:3
C 0.61 0.64 1.17
C 0.77 0.14 -0.24
C -1.20 0.53 -1.25
N 0.80 -1.31 -0.18
N 0.14 -0.48 1.97
O -1.33 -0.78 -1.73
O -1.25 1.48 -2.12
H 1.63 0.92 1.48
H -0.01 1.52 1.36
H 1.65 0.69 -0.77
H -1.48 0.74 -0.27
H 0.11 -1.76 -0.65
H 1.70 -1.76 -0.20
H -0.85 -0.39 2.35
H 0.69 -0.44 2.75
H 0.57 -1.29 0.80
H -1.35 -0.81 -2.77
H -1.22 2.37 -1.70
```

The value obtained for the gap between HOMO and LUMO is 9.321 eV. Its charge is +1.



Model Q:
DFT (ωB97M-V/def2-TZVPD) results for a cluster of 2 separate species, C3H11N2O2 in total.

Structure (XYZ):
```
18
Properties=species:S:1:pos:R:3
C -1.51 2.09 0.77
C -0.89 1.44 -0.52
C -0.27 -1.15 -0.16
N 1.74 -1.77 1.18
N 0.61 -1.23 -1.38
O 0.31 1.54 -0.93
O 0.42 -0.92 1.01
H -0.87 1.99 1.64
H -2.49 1.79 0.97
H -1.51 3.10 0.61
H -1.63 0.95 -1.17
H -0.84 -2.08 0.00
H 1.22 -2.57 1.38
H 2.23 -1.46 2.03
H 0.08 -1.43 -2.27
H 0.90 -0.24 -1.56
H 1.46 -1.82 -1.24
H 1.05 1.77 -0.33
```

The value obtained for the gap between HOMO and LUMO (spin up / spin down) is 7.496 / 7.492 eV. Its charge is +1.



Short version: model Q is the least stable of them.



Model P:
DFT (ωB97M-V/def2-TZVPD) results for an isolated molecule of C4H3N3.

Structure (XYZ):
```
10
Properties=species:S:1:pos:R:3
N 1.13 0.85 -2.14
C 1.12 0.20 -1.23
C 0.98 -0.78 0.01
N -0.25 -1.59 0.40
C -0.10 -0.44 0.93
C -1.07 0.71 0.70
N -1.94 1.53 0.91
H 1.88 -1.13 0.48
H -0.10 -2.54 0.92
H 0.05 -0.01 2.04
```

The value obtained for the gap between HOMO and LUMO is 11.326 eV. The SMILES is N#C[C@@H]1N[C@@H]1C#N. Its charge is 0.



Model Q:
DFT (ωB97M-V/def2-TZVPD) results for an isolated molecule of C4H3N3.

Structure (XYZ):
```
10
Properties=species:S:1:pos:R:3
N -0.81 1.77 2.71
C -0.62 1.21 1.72
C -0.40 0.54 0.48
N -1.01 0.86 -0.63
C -0.63 0.00 -1.64
C 0.40 -0.85 -1.05
N 0.42 -0.45 0.29
H 1.18 -0.33 -1.67
H 0.48 -1.93 -1.21
H 1.00 -0.82 1.01
```

The value obtained for the gap between HOMO and LUMO is 7.558 eV. Its charge is 0.



Model R:
DFT (ωB97M-V/def2-TZVPD) results for an isolated molecule of C4H3N3.

Structure (XYZ):
```
10
Properties=species:S:1:pos:R:3
N -0.43 -0.77 3.16
C -0.19 -0.33 2.12
C 0.04 0.12 0.79
N 1.11 0.72 0.30
C 0.96 0.70 -1.05
C -0.22 0.05 -1.39
N -0.81 -0.23 -0.19
H 1.70 1.18 -1.68
H -0.42 -0.84 -1.95
H -1.75 -0.60 -0.13
```

The value obtained for the gap between HOMO and LUMO is 9.918 eV. The SMILES is N#Cc1ncc[nH]1. Its charge is 0.



Model S:
DFT (ωB97M-V/def2-TZVPD) results for an isolated molecule of C4H3N3.

Structure (XYZ):
```
10
Properties=species:S:1:pos:R:3
N 3.37 -0.80 0.05
C 2.26 -0.48 0.04
C 0.88 0.00 0.04
N -0.05 -1.03 0.19
C -1.22 -0.55 0.04
C -2.18 0.25 -0.32
N 0.59 1.23 -0.09
H -2.21 -1.23 -0.09
H -2.86 0.79 0.34
H 1.43 1.80 -0.20
```

The value obtained for the gap between HOMO and LUMO is 9.653 eV. Its charge is 0.



Short version: model S is the least stable of them.



Model P:
DFT (ωB97M-V/def2-TZVPD) results for an isolated molecule of C4H3N3.

Structure (XYZ):
```
10
Properties=species:S:1:pos:R:3
C -2.01 -2.15 -0.39
C -1.49 -1.02 -0.17
C -0.49 -0.12 -0.08
C 0.81 -0.30 0.65
N 1.59 0.88 0.30
N 0.92 1.64 -0.43
N -0.34 1.09 -0.65
H 1.31 -1.22 0.31
H 0.69 -0.36 1.73
H -0.97 1.56 -1.28
```

The value obtained for the gap between HOMO and LUMO is 8.656 eV. Its charge is 0.



Model Q:
DFT (ωB97M-V/def2-TZVPD) results for an isolated molecule of C4H3N3.

Structure (XYZ):
```
10
Properties=species:S:1:pos:R:3
C -1.83 -0.40 1.71
C -0.81 -0.26 1.09
C 0.11 0.09 0.11
C 1.05 -0.72 -0.46
N 1.62 -0.01 -1.46
N 1.09 1.17 -1.53
N 0.15 1.25 -0.58
H -2.38 -1.50 1.77
H 1.42 -1.70 -0.15
H -0.41 2.09 -0.50
```

The value obtained for the gap between HOMO and LUMO is 9.640 eV. The SMILES is C#Cc1cnn[nH]1. Its charge is 0.



Model R:
DFT (ωB97M-V/def2-TZVPD) results for an isolated molecule of C4H3N3.

Structure (XYZ):
```
10
Properties=species:S:1:pos:R:3
N -2.95 0.04 -0.05
C -1.77 -0.02 0.06
C -0.34 -0.08 0.07
N 0.38 -1.18 -0.01
N 1.77 -0.79 -0.01
C 1.90 0.48 -0.03
C 0.53 1.12 -0.02
H 2.80 1.01 -0.02
H 0.57 1.71 0.96
H 0.29 1.75 -0.84
```

The value obtained for the gap between HOMO and LUMO is 10.210 eV. The SMILES is N#CC1=NN=CC1. Its charge is 0.



Short version: model P is the least stable of them.



Model P:
DFT (ωB97M-V/def2-TZVPD) results for an isolated molecule of C4H3N3.

Structure (XYZ):
```
10
Properties=species:S:1:pos:R:3
H 0.88 1.25 -1.38
N 1.14 0.37 -1.03
C 0.33 -0.22 -0.22
C -1.19 0.05 0.52
C -2.18 -0.83 -0.17
N -3.06 -1.44 -0.52
C -1.42 1.43 0.03
N -1.39 2.50 -0.38
H 0.76 -1.24 0.03
H -1.35 -0.09 1.56
```

The value obtained for the gap between HOMO and LUMO is 11.468 eV. The SMILES is [H]/N=C\C(C#N)C#N. Its charge is 0.



Model Q:
DFT (ωB97M-V/def2-TZVPD) results for a cluster of 2 separate species, C4H3N3 in total.

Structure (XYZ):
```
10
Properties=species:S:1:pos:R:3
C -0.49 -1.17 -1.12
C 2.78 -1.40 0.44
C -0.46 -0.84 0.24
C 2.97 -2.63 0.80
N -0.09 -1.35 -2.20
N 2.73 -0.25 0.26
N -1.30 -1.37 1.03
H 0.54 -0.25 0.42
H 2.83 -3.63 0.43
H -1.24 -1.24 2.09
```

The value obtained for the gap between HOMO and LUMO (spin up / spin down) is 7.767 / 7.719 eV. Its charge is 0.



Short version: model Q is the least stable of them.